Entry 1:
The following is a quantum chemistry calculation of a structure of composition C23H46BBrClIN3O8P2S in a non-equilibrium geometry, from the Open Molecules 2025 dataset.

Output
Total charge: +1
Frontier orbital gap (eV): 6.65
Lowest unoccupied orbital energy (eV): -3.31
E_HOMO (Ha): -0.366

Each line ends with the Löwdin charge.
Atoms and positions in Å:
C 1.186 -3.089 3.595  0.193
C 0.574 -2.685 2.389  -0.043
N 0.141 -1.995 1.076  -0.003
C -0.966 -0.975 1.189  -0.243
B -2.217 -1.476 0.169  -0.372
O -3.664 -1.131 0.434  -0.044
C -2.095 -2.227 -1.285  -0.157
C -3.571 -2.854 -1.774  -0.110
C -1.702 -0.840 2.647  -0.549
I -2.838 -2.642 3.319  0.986
C -0.876 -0.237 3.908  -0.305
C -1.122 -1.010 5.360  -0.231
C -0.599 0.513 0.532  -0.529
Br 0.844 1.540 1.515  0.932
C -1.763 1.617 0.403  -0.277
C -1.799 2.790 1.595  -0.145
C -1.427 2.481 -0.996  -0.161
C -2.344 3.878 -1.099  -0.234
C -3.963 3.594 -1.006  -0.124
O -0.117 0.252 -0.817  -0.212
C 1.084 -0.531 -0.952  -0.516
O 2.307 0.320 -1.154  -0.130
P 0.927 -1.281 -2.760  0.892
C -0.174 -0.079 -3.833  -0.281
C 2.653 -1.082 -3.648  -0.313
C 1.318 -1.722 0.188  -0.360
C 2.813 -1.774 0.818  -0.190
C 3.248 -0.867 2.075  -0.241
C 4.209 0.446 1.721  -0.213
C 5.794 -0.021 1.977  -0.269
S 6.412 0.343 3.707  0.490
O 7.948 -0.018 3.707  -0.421
O 6.214 1.827 4.138  -0.405
Cl 5.450 -0.879 5.104  0.337
P 1.442 -3.319 -0.965  0.869
N 3.086 -3.537 -1.600  -0.175
O 1.236 -4.773 0.039  -0.365
H 1.863 -3.386 4.505  0.115
H -0.358 -2.842 0.656  0.135
H -3.934 -0.503 -0.297  0.113
H -1.382 -3.153 -1.317  0.079
H -1.867 -1.394 -2.076  0.087
H -4.323 -2.001 -2.089  0.093
H -3.342 -3.617 -2.655  0.096
H -3.960 -3.462 -0.823  0.100
H -2.575 -0.036 2.487  0.119
H 0.308 -0.273 3.755  0.072
H -1.098 0.907 4.161  0.113
H -0.468 -0.378 6.137  0.096
H -2.227 -0.913 5.758  0.072
H -0.681 -2.092 5.402  0.040
H -2.868 1.316 0.278  0.126
H -1.089 3.700 1.368  0.083
H -2.899 3.258 1.553  0.094
H -1.710 2.355 2.675  0.058
H -1.763 1.878 -1.971  0.115
H -0.315 2.845 -1.038  0.116
H -1.954 4.731 -0.397  0.107
H -2.151 4.267 -2.211  0.101
H -4.470 4.335 -1.789  0.070
H -4.430 3.774 0.052  0.079
H -4.135 2.510 -1.437  0.081
H 1.921 1.224 -1.366  0.121
H -0.313 0.972 -3.334  0.037
H 0.317 0.005 -4.916  0.069
H -1.202 -0.653 -4.015  0.054
H 2.662 -0.007 -4.160  0.062
H 2.697 -1.949 -4.448  0.057
H 3.553 -1.228 -2.914  0.038
H 3.652 -1.560 -0.008  0.140
H 3.023 -2.913 1.115  0.119
H 3.957 -1.548 2.757  0.083
H 2.356 -0.586 2.818  0.074
H 4.165 0.777 0.603  0.108
H 3.919 1.333 2.462  0.117
H 6.455 0.597 1.199  0.144
H 5.827 -1.171 1.705  0.127
H 3.663 -4.074 -0.900  0.062
H 3.100 -4.118 -2.471  0.067
H 0.696 -5.416 -0.542  0.079
C -3.373 4.660 -5.222  0.042
N -4.240 3.787 -4.385  -0.421
O -5.231 4.310 -3.861  0.044
O -3.901 2.603 -4.278  0.033
H -3.788 5.670 -5.228  0.102
H -2.375 4.656 -4.779  0.093
H -3.361 4.243 -6.231  0.105

Entry 2:
The following is a quantum chemistry calculation of an isolated molecule of C6H10O, from the Open Molecules 2025 dataset.

Output
Total charge: 0
Frontier orbital gap (eV): 9.56
SMILES: C=C/C=C\CCO
Lowest unoccupied orbital energy (eV): 0.80
E_HOMO (Ha): -0.322
Energy relative to the best compared isomer or geometry (same formula, charge and spin) (kJ/mol): 115.19

Each line ends with the natural charge from an NBO analysis.
Atoms and positions in Å:
C 0.477 -1.482 -1.656  -0.382
C 1.391 -0.520 -1.492  -0.221
C 1.321 0.744 -0.740  -0.242
C 0.328 1.272 -0.012  -0.133
C -1.025 0.681 0.278  -0.483
C -0.967 -0.391 1.373  -0.054
O -0.407 0.093 2.577  -0.710
H 0.709 -2.356 -2.259  0.201
H -0.515 -1.456 -1.217  0.185
H 2.352 -0.678 -1.983  0.203
H 2.236 1.331 -0.795  0.207
H 0.535 2.229 0.463  0.201
H -1.472 0.253 -0.627  0.220
H -1.708 1.478 0.606  0.204
H -1.976 -0.805 1.537  0.159
H -0.317 -1.212 1.057  0.186
H -0.961 0.819 2.891  0.459

Entry 3:
The following is a quantum chemistry calculation of the ion C5H12NO with charge -1 in a non-equilibrium geometry, from the Open Molecules 2025 dataset.

Output
Total charge: -1
Frontier orbital gap (eV): 6.33
SMILES: CC[C@H](C[O-])NC
Lowest unoccupied orbital energy (eV): 4.03
E_HOMO (Ha): -0.084
Energy relative to the best compared isomer or geometry (same formula, charge and spin) (kJ/mol): 54.57

Each line ends with the natural charge from an NBO analysis.
Atoms and positions in Å:
C -1.974 -0.220 -0.980  -0.614
C -0.764 -0.611 -0.177  -0.423
C 0.257 0.522 0.037  -0.067
C 0.708 1.126 -1.308  -0.016
O 1.042 0.198 -2.211  -0.966
N 1.423 0.112 0.822  -0.640
C 1.139 -0.596 2.068  -0.413
H -2.468 -1.071 -1.464  0.189
H -1.666 0.412 -1.815  0.235
H -2.733 0.325 -0.420  0.177
H -0.234 -1.448 -0.644  0.214
H -0.981 -0.970 0.842  0.167
H -0.289 1.300 0.593  0.138
H 1.512 1.866 -1.087  0.090
H -0.157 1.788 -1.606  0.053
H 1.944 -0.496 0.176  0.362
H 0.733 -1.611 1.924  0.156
H 2.070 -0.656 2.622  0.179
H 0.436 0.031 2.628  0.179

Entry 4:
The following is a quantum chemistry calculation of a structure of composition C28H33Cl2HfN9O7S2, from the Open Molecules 2025 dataset.

Output
Total charge: 0
Frontier orbital gap (eV): 7.21
Lowest unoccupied orbital energy (eV): -0.08
E_HOMO (Ha): -0.268
Energy relative to the best compared isomer or geometry (same formula, charge and spin) (kJ/mol): 1.37

Each line ends with the Löwdin charge.
Atoms and positions in Å:
Hf -0.003 0.826 -0.757  1.667
N -3.484 0.260 -3.957  0.054
C -2.298 0.390 -3.286  -0.879
S -1.868 -0.880 -2.187  0.675
N -1.630 1.470 -3.541  -0.022
N -0.411 1.600 -2.854  -0.124
C 0.319 2.502 -3.412  -0.069
C 1.616 3.001 -3.000  -0.150
C 2.142 4.071 -3.735  -0.045
C 3.346 4.654 -3.402  -0.098
C 4.046 4.159 -2.300  -0.083
C 3.550 3.104 -1.563  -0.015
C 2.331 2.502 -1.895  -0.341
O 1.885 1.486 -1.187  -0.217
H -4.139 -0.414 -3.606  0.065
H -3.838 1.074 -4.428  0.087
H -0.113 2.965 -4.297  0.125
H 1.573 4.445 -4.580  0.110
H 3.734 5.482 -3.979  0.096
H 4.989 4.609 -2.013  0.103
H 4.082 2.719 -0.701  0.121
N 1.158 -0.902 -2.236  -0.008
C 1.057 -2.128 -1.427  -0.331
C 1.688 -3.401 -1.969  -0.135
C 0.702 -4.343 -2.659  -0.166
C -0.604 -4.592 -1.874  -0.154
N -0.485 -4.568 -0.414  0.111
C 0.203 -5.429 0.309  -0.431
N 0.390 -5.219 1.610  0.223
N 0.711 -6.536 -0.264  0.211
C 1.514 -1.757 -0.014  -0.596
O 2.086 -2.565 0.703  0.049
O 1.167 -0.569 0.323  -0.166
H 0.770 -1.041 -3.163  0.082
H 2.133 -0.623 -2.307  0.109
H -0.018 -2.283 -1.308  0.042
H 2.170 -3.911 -1.134  0.103
H 2.484 -3.148 -2.674  0.123
H 1.215 -5.288 -2.858  0.098
H 0.405 -3.950 -3.634  0.116
H -1.061 -5.534 -2.191  0.119
H -1.333 -3.817 -2.105  0.089
H -0.798 -3.731 0.080  0.109
H 0.255 -4.273 1.946  0.106
H 1.056 -5.784 2.106  0.125
H 0.401 -6.795 -1.184  0.105
H 1.082 -7.268 0.316  0.121
C 1.276 1.378 6.421  -0.050
C 0.542 0.692 5.298  -0.275
C -0.848 0.665 5.261  -0.038
C -1.523 0.039 4.222  -0.048
C -0.790 -0.566 3.210  -0.268
C 0.600 -0.556 3.225  -0.040
C 1.251 0.069 4.272  -0.030
S -1.643 -1.253 1.834  0.631
O -2.989 -1.546 2.255  -0.295
O -0.834 -2.369 1.369  -0.334
N -1.583 -0.152 0.687  -0.236
C -2.512 0.856 0.550  -0.393
C -3.705 1.109 1.256  0.004
C -4.436 2.221 0.917  -0.057
C -4.013 3.075 -0.106  -0.064
C -2.846 2.763 -0.752  -0.116
N -2.129 1.679 -0.442  -0.029
H 0.590 1.921 7.069  0.073
H 2.007 2.088 6.028  0.073
H 1.818 0.655 7.033  0.082
H -1.413 1.138 6.057  0.110
H -2.603 -0.001 4.204  0.106
H 1.155 -1.006 2.411  0.089
H 2.335 0.091 4.285  0.122
H -4.036 0.425 2.019  0.093
H -5.356 2.432 1.449  0.109
H -4.575 3.954 -0.386  0.100
H -2.449 3.369 -1.557  0.116
Cl 1.722 3.707 2.974  0.620
C 0.746 4.220 1.587  -0.982
Cl 1.543 5.515 0.681  0.622
C 0.359 3.041 0.687  -0.722
O 0.293 1.888 1.195  -0.092
O 0.037 3.251 -0.497  -0.064
H -0.174 4.640 1.984  0.071

Q: The lowest total charge belongs to which entry?
A: C5H12NO

Q: Among the records above, which one has the highest total charge?
A: C23H46BBrClIN3O8P2S

Q: Among the records above, which one has the lowest E_HOMO?
A: C23H46BBrClIN3O8P2S

Q: Which of these has the highest lowest unoccupied orbital energy?
A: C5H12NO